The following is a DFT calculation (ωB97M-V/def2-TZVPD) of a structure of composition C54H58N6O6S2Ti at a distorted geometry.

## Properties
* E: -122956.8362 eV
* total charge: -2
* largest force on an atom: 1.97 eV/A
* spin multiplicity: 3
* ΔE to the lowest compared entry with this formula, charge and spin: 65.3 kJ/mol

Each line ends with the Löwdin charge.
Element x y z (Å)
Ti: 0.33952 -0.30701 0.03524  0.93
C: -2.00331 -2.15941 -4.16211  -0.04
C: -2.50000 -1.50031 -2.86100  -0.35
C: -3.83345 -0.79145 -3.10566  -0.05
C: -2.58532 -2.57869 -1.79108  -0.14
C: -3.73586 -3.35443 -1.71267  -0.06
C: -3.81651 -4.42171 -0.83869  -0.09
C: -2.72135 -4.72512 -0.05136  -0.04
C: -1.54013 -3.98349 -0.09588  -0.11
C: -0.44732 -4.43132 0.87060  -0.34
C: -0.34905 -3.46045 2.05382  -0.04
C: 0.91167 -4.73163 0.22169  -0.06
C: -1.49113 -2.88372 -0.96878  -0.11
N: -0.33431 -1.99864 -1.07546  0.03
C: 0.52077 -2.31343 -1.95958  -0.13
C: 1.61463 -1.49534 -2.44421  -0.15
C: 2.61035 -2.21047 -3.14598  -0.06
C: 3.69050 -1.59952 -3.70527  -0.10
C: 3.80370 -0.19813 -3.57315  -0.08
C: 2.84429 0.53469 -2.94655  -0.02
C: 1.69149 -0.07037 -2.35576  -0.26
N: 0.69908 0.68460 -1.77677  -0.02
C: 0.62416 2.02152 -2.32442  -0.16
C: 0.23941 2.14291 -3.68470  -0.14
C: 0.31374 3.37507 -4.32456  -0.06
C: 0.68804 4.51910 -3.64311  -0.08
C: 0.96399 4.41849 -2.29488  -0.05
C: 0.94729 3.19855 -1.61420  -0.12
C: 1.33647 3.26563 -0.14375  -0.37
C: 2.83701 3.53467 0.00239  -0.05
C: 0.54426 4.33990 0.60338  -0.06
C: -0.32133 0.98053 -4.50026  -0.35
C: 0.64212 0.46927 -5.57908  -0.04
C: -1.64391 1.40738 -5.15633  -0.07
H: -2.07054 -1.47473 -5.00989  0.06
H: -2.61837 -3.03685 -4.38458  0.08
H: -0.96249 -2.49135 -4.08451  0.07
H: -1.77892 -0.75790 -2.52928  0.10
H: -4.55556 -1.44559 -3.60794  0.07
H: -3.67727 0.07809 -3.74817  0.06
H: -4.27805 -0.43115 -2.17382  0.07
H: -4.58326 -3.11277 -2.34592  0.11
H: -4.72240 -5.01386 -0.77248  0.10
H: -2.77146 -5.56231 0.63731  0.11
H: -0.80139 -5.38115 1.26631  0.11
H: 0.48609 -3.72080 2.71257  0.09
H: -1.27169 -3.47319 2.63570  0.07
H: -0.20097 -2.44261 1.71934  0.03
H: 1.48048 -3.83308 0.00676  0.04
H: 0.78323 -5.30782 -0.70317  0.08
H: 1.51082 -5.33791 0.90879  0.08
H: 0.45025 -3.29946 -2.41685  0.14
H: 2.50296 -3.28957 -3.21585  0.11
H: 4.45044 -2.17781 -4.21612  0.09
H: 4.67063 0.31218 -3.97864  0.10
H: 2.95650 1.60606 -2.86307  0.12
H: 0.05284 3.44347 -5.37669  0.10
H: 0.74466 5.47514 -4.15190  0.09
H: 1.22740 5.31248 -1.74162  0.10
H: 1.12486 2.31462 0.31512  0.07
H: 3.09999 4.46672 -0.51081  0.08
H: 3.43045 2.72235 -0.41530  0.07
H: 3.10023 3.63553 1.06075  0.09
H: 0.86578 5.34550 0.31347  0.07
H: 0.70196 4.24129 1.67926  0.08
H: -0.53011 4.25980 0.40778  0.08
H: -0.51751 0.16167 -3.81352  0.10
H: 0.90782 1.27982 -6.26836  0.08
H: 0.16976 -0.33048 -6.16177  0.08
H: 1.56456 0.07633 -5.14788  0.06
H: -1.46307 2.11504 -5.97208  0.07
H: -2.30726 1.89031 -4.43405  0.08
H: -2.16800 0.55148 -5.58769  0.06
O: -1.51796 5.50298 6.69036  -0.39
S: -1.33977 4.93298 8.01016  0.37
O: -0.33839 5.60079 8.82468  -0.39
O: -2.57742 4.62222 8.70780  -0.39
C: -0.62190 3.27703 7.72130  -0.37
N: -0.24298 2.61530 8.83368  0.08
C: 0.27421 1.40823 8.60341  -0.18
C: 0.42375 0.85486 7.35237  -0.04
C: -0.00609 1.61951 6.24702  -0.25
N: -0.52948 2.85502 6.47031  0.15
C: 0.09321 1.16478 4.89517  -0.17
C: -0.38244 1.94898 3.79281  -0.02
C: -0.25032 1.51261 2.51686  -0.17
N: 0.36256 0.32512 2.13526  -0.08
C: 0.75927 -0.45657 3.20168  -0.21
C: 0.64648 -0.10459 4.51139  -0.04
H: 0.59259 0.85290 9.48428  0.09
H: 0.85927 -0.12930 7.23700  0.08
H: -0.86367 2.90027 3.99767  0.11
H: -0.67049 2.09385 1.70843  0.09
H: 1.18346 -1.41774 2.95560  0.07
H: 0.98714 -0.81951 5.25237  0.09
C: 3.80861 -0.82222 2.15717  -0.13
S: 3.04506 -0.93612 0.58865  0.45
O: 1.82023 -1.78482 0.72590  -0.42
O: 4.03279 -1.48303 -0.30343  -0.29
O: 2.54786 0.41294 0.26431  -0.37
H: 4.78243 -0.36100 1.98290  0.07
H: 3.92431 -1.82922 2.56458  0.08
H: 3.19228 -0.20465 2.81076  0.06
N: -1.39774 0.10294 0.21865  -0.01
C: -2.63339 0.21319 0.47492  -0.26
C: -3.30793 -0.79172 1.37128  -0.15
C: -4.46238 -1.47271 0.99342  -0.06
C: -5.02483 -2.43321 1.82635  -0.10
C: -4.44829 -2.70815 3.06199  -0.10
C: -3.30314 -2.02458 3.45095  -0.09
C: -2.73087 -1.08073 2.60714  -0.01
C: -3.42953 1.36872 -0.08377  -0.15
C: -2.84787 2.18069 -1.05501  -0.03
C: -3.52615 3.26378 -1.59388  -0.08
C: -4.81944 3.55483 -1.17048  -0.11
C: -5.40689 2.76149 -0.19637  -0.09
C: -4.71585 1.67864 0.34670  -0.03
H: -4.91775 -1.26598 0.02803  0.11
H: -5.91238 -2.96890 1.50682  0.10
H: -4.89146 -3.44879 3.71905  0.09
H: -2.85100 -2.21735 4.41724  0.11
H: -1.83651 -0.55053 2.90996  0.10
H: -1.84557 1.94766 -1.37565  0.09
H: -3.03591 3.88367 -2.34023  0.10
H: -5.35713 4.40053 -1.58532  0.09
H: -6.40308 2.99281 0.16174  0.10
H: -5.17699 1.09056 1.13050  0.11